ORCA calculation (ωB97M-V/def2-TZVPD) on 2 unconnected molecules or ions with the total composition C3H11N2O2S at a distorted geometry.

Properties
Kohn-Sham gap: 10.3 eV
HOMO level: -0.4915 hartree
Maximum force: 1.6 eV Å⁻¹
Total charge: +1

Geometry as XYZ:
```
19
Properties=species:S:1:pos:R:3:nbo_charge:R:1
N 0.55 -0.12 1.20 -0.68
C 0.07 -0.43 -0.21 -0.16
C -1.02 -1.48 -0.22 -0.56
S -2.69 -0.75 -0.08 0.00
C 1.33 -0.82 -0.97 0.65
N 1.27 -0.73 -2.31 -0.78
O 2.31 -1.14 -0.33 -0.60
H 1.47 -0.58 1.28 0.48
H 0.51 0.89 1.33 0.46
H -0.13 -0.53 1.84 0.44
H -0.36 0.50 -0.57 0.25
H -0.94 -2.14 -1.08 0.26
H -0.93 -2.20 0.60 0.25
H -3.09 -1.44 0.99 0.15
H 2.02 -1.19 -2.82 0.43
H 0.43 -0.49 -2.81 0.41
H -0.99 4.15 1.69 0.48
H 0.36 4.65 1.21 0.49
O -0.18 3.86 1.25 -0.97
```

***

ORCA calculation (ωB97M-V/def2-TZVPD) on a single C6H14N2 molecule at a distorted geometry.

Properties
Kohn-Sham gap: 10.2 eV
SMILES: C=CCCCNCN
HOMO level: -0.3335 hartree
Maximum force: 5.0 eV Å⁻¹

Geometry as XYZ:
```
22
Properties=species:S:1:pos:R:3:nbo_charge:R:1
C 1.05 -0.54 1.00 -0.24
N -0.32 -1.18 0.74 -0.66
C -0.83 -1.24 2.18 -0.06
N -2.33 -0.94 2.08 -0.83
C 1.44 -0.22 -0.55 -0.41
C 1.14 1.30 -0.98 -0.44
C -0.20 1.33 -1.59 -0.19
C -0.33 1.25 -2.92 -0.40
H 1.91 -1.01 1.46 0.21
H 0.80 0.38 1.70 0.15
H -0.81 -0.58 0.07 0.36
H -0.45 -0.34 2.70 0.17
H -0.67 -2.24 2.62 0.20
H -2.76 -1.80 1.92 0.35
H -2.41 -0.41 1.22 0.34
H 2.50 -0.31 -0.82 0.21
H 0.86 -1.02 -1.12 0.22
H 1.22 1.87 -0.04 0.21
H 1.89 1.65 -1.65 0.21
H -1.03 1.46 -0.97 0.19
H 0.60 1.16 -3.52 0.19
H -1.26 1.42 -3.52 0.21
```

***

ORCA calculation (ωB97M-V/def2-TZVPD) on a single CH8N3OP molecule at a distorted geometry.

Properties
Kohn-Sham gap: 10.0 eV
SMILES: NCOP(N)N
HOMO level: -0.3265 hartree
Maximum force: 3.1 eV Å⁻¹

Geometry as XYZ:
```
14
Properties=species:S:1:pos:R:3:nbo_charge:R:1
C 1.34 0.15 -0.10 0.10
N 2.76 -0.22 -0.38 -0.82
N -1.96 -0.99 0.87 -1.18
N -1.65 1.27 -0.14 -1.19
O 0.21 -0.52 -0.75 -0.88
P -1.58 -0.36 -0.65 1.39
H 1.26 1.21 -0.34 0.16
H 2.97 -0.06 -1.36 0.36
H 1.22 0.01 0.98 0.15
H 2.91 -1.21 -0.19 0.36
H -1.38 -0.63 1.63 0.39
H -2.00 -2.00 0.91 0.39
H -1.62 1.92 -0.91 0.39
H -2.48 1.44 0.43 0.39
```

***

ORCA calculation (ωB97M-V/def2-TZVPD) on a molecular structure, CH4N2S at a distorted geometry.

Properties
Kohn-Sham gap: 8.8 eV
HOMO level: -0.3220 hartree
Maximum force: 9.8 eV Å⁻¹

Geometry as XYZ:
```
8
Properties=species:S:1:pos:R:3:nbo_charge:R:1
C 1.19 0.57 0.03 -0.11
H -2.04 -0.08 0.71 0.37
H -1.52 -0.74 -0.65 0.35
H 0.23 -1.29 -0.14 0.31
H 0.80 1.47 -0.26 0.19
N -1.35 0.15 -0.08 -0.64
N 0.04 -0.03 0.33 -0.39
S 2.65 -0.05 0.04 -0.08
```

***

ORCA calculation (ωB97M-V/def2-TZVPD) on a molecular structure, C36H29F11N9O3Re.

Properties
Kohn-Sham gap (alpha / beta): 6.8 / 6.5 eV
Multiplicity: 2
HOMO level (alpha / beta): -0.3591 / -0.3498 hartree
Maximum force: 0.4 eV Å⁻¹
Total charge: +1

Geometry as XYZ:
```
89
Properties=species:S:1:pos:R:3:mulliken_charge:R:1
Re 2.29 -0.91 -1.67 1.33
C 4.15 -3.23 -2.37 -1.20
N 4.13 -1.75 -2.49 0.00
C 4.28 -1.33 -3.93 -0.73
C 2.90 -1.00 -4.47 -0.83
N 2.20 -0.18 -3.48 0.82
C 1.77 1.10 -3.85 -0.50
C 0.46 1.52 -3.65 -0.23
F -0.46 0.65 -3.21 -0.38
C 0.05 2.81 -3.94 0.27
F -1.22 3.17 -3.74 -0.33
C 0.94 3.71 -4.49 0.68
F 0.55 4.95 -4.78 -0.31
C 2.25 3.32 -4.73 0.35
F 3.12 4.18 -5.23 -0.33
C 2.64 2.03 -4.41 0.61
F 3.93 1.69 -4.59 -0.40
C 5.22 -1.17 -1.65 -1.20
C 4.93 0.29 -1.39 -0.38
N 3.54 0.38 -0.91 0.28
C 3.20 1.54 -0.18 -0.79
C 2.63 1.49 1.09 -0.04
F 2.43 0.32 1.70 -0.45
C 2.26 2.64 1.76 0.60
F 1.70 2.56 2.97 -0.40
C 2.46 3.88 1.18 0.64
F 2.10 4.98 1.83 -0.31
C 3.05 3.97 -0.06 0.34
F 3.26 5.15 -0.63 -0.31
C 3.41 2.80 -0.72 0.53
F 3.97 2.92 -1.94 -0.41
H 5.12 -3.61 -2.71 0.42
H 3.35 -3.64 -2.98 0.38
H 3.98 -3.50 -1.34 0.32
H 4.74 -2.15 -4.50 0.39
H 4.93 -0.46 -3.98 0.37
H 2.33 -1.93 -4.59 0.40
H 2.96 -0.51 -5.44 0.58
H 6.19 -1.32 -2.13 0.37
H 5.20 -1.71 -0.71 0.43
H 5.06 0.88 -2.30 0.29
H 5.62 0.68 -0.64 0.63
F -1.33 2.15 3.11 -0.46
C -1.72 1.16 2.28 -0.08
C -0.99 0.87 1.17 -0.31
C -1.40 -0.17 0.34 0.35
C -0.51 -0.64 -0.70 0.39
O 0.60 -0.04 -0.83 -0.58
C -0.93 -1.77 -1.45 0.75
C -2.17 -2.29 -1.20 -0.44
N -3.00 -1.86 -0.24 0.27
C -4.25 -2.55 -0.02 -0.41
C -5.12 -2.85 -1.20 -0.97
C -5.53 -1.80 -0.22 -0.39
C -2.60 -0.84 0.61 -0.84
C -3.32 -0.54 1.77 0.20
C -2.86 0.41 2.64 -0.53
N -3.43 0.66 3.90 0.25
C -4.77 0.19 4.14 -0.72
C -5.34 0.93 5.34 -1.10
N -4.44 0.72 6.53 -0.13
C -3.01 1.11 6.24 -1.06
C -2.55 0.34 5.02 -0.41
C -0.12 -2.51 -2.49 0.04
O -0.69 -3.14 -3.35 -0.70
O 1.18 -2.49 -2.33 -0.59
H -0.09 1.42 0.95 0.42
H -2.51 -3.12 -1.81 0.77
H -4.20 -3.29 0.77 0.50
H -5.64 -3.80 -1.21 0.26
H -4.78 -2.51 -2.17 0.34
H -6.35 -2.01 0.45 0.30
H -5.45 -0.77 -0.53 0.21
H -4.19 -1.14 2.02 0.62
H -4.82 -0.90 4.32 0.48
H -5.41 0.42 3.28 0.58
H -6.33 0.57 5.61 0.45
H -5.37 2.00 5.16 0.38
H -4.45 -0.27 6.79 0.41
H -4.79 1.24 7.33 0.35
H -2.41 0.89 7.12 0.40
H -3.01 2.19 6.05 0.38
H -2.54 -0.74 5.23 0.34
H -1.52 0.61 4.79 0.50
N 2.13 -2.01 0.17 -0.43
C 1.64 -2.34 1.17 0.68
N 1.20 -2.78 2.29 -0.95
C 0.21 -2.18 2.92 0.49
N -0.66 -1.73 3.55 -0.52
```

***

ORCA calculation (ωB97M-V/def2-TZVPD) on a single C3H3NS2 molecule at a distorted geometry.

Properties
Kohn-Sham gap (alpha / beta): 7.2 / 6.8 eV
SMILES: CSC(=S)C#N
HOMO level (alpha / beta): -0.3365 / -0.3284 hartree
Maximum force: 6.9 eV Å⁻¹

Geometry as XYZ:
```
9
Properties=species:S:1:pos:R:3:nbo_charge:R:1
C -2.64 -1.41 0.13 0.16
C -2.68 -0.05 -0.04 -0.35
C 0.00 0.26 -0.20 -0.70
N -2.59 -2.56 0.27 -0.22
S -4.57 0.42 -0.08 -0.08
S -1.61 1.23 -0.22 0.49
H -0.11 -0.25 -1.09 0.23
H 0.13 -0.22 0.69 0.23
H 0.84 0.83 -0.21 0.23
```